A 5-piece molecular cluster, C39H60BrClF3N5O15P2S overall. Source: the OMol25 dataset; level of theory: wB97M-V/def2-TZVPD.

The gap between HOMO and LUMO comes out at 7.9 eV. Its net charge is 0. The total energy is -199710.1025 eV. The SMILES is CCCCNN1c2c(F)c(CCCCl)c(F)c(P(C)C)c2Sc2c(N)c(C(=O)NC(=O)F)c(P(N)O)c(Br)c21.CCOC(=O)OC.CCOC(=O)OC.CCOC(=O)OC.CCOC(=O)OC. As for the highest occupied orbital energy: -0.300 Ha.

Atoms and positions in Å:
C: -0.27449 2.64570 -2.66422
C: -0.69412 1.51452 -3.60777
C: 0.12015 0.20578 -3.43052
C: -0.79493 -1.04228 -3.42636
N: -0.23387 -2.27262 -2.85485
N: 0.15668 -2.14474 -1.45708
C: -0.97524 -2.19534 -0.58655
C: -1.58116 -0.98390 -0.26319
F: -1.10247 0.18091 -0.71805
C: -2.69636 -0.91356 0.52785
C: -3.39330 0.41256 0.84845
C: -4.32223 0.81232 -0.34699
C: -4.88366 -0.39341 -1.11135
Cl: -6.25931 0.12553 -2.17693
C: -3.24430 -2.06420 1.06112
F: -4.33740 -2.00387 1.82622
C: -2.67346 -3.28701 0.77759
P: -3.34914 -4.87574 1.46578
C: -3.02571 -4.70810 3.29400
C: -5.17937 -4.89694 1.17054
C: -1.56116 -3.32512 -0.05162
S: -0.83318 -4.90488 -0.41843
C: 0.86210 -4.43645 -0.74397
C: 1.82846 -5.41719 -0.51046
N: 1.41145 -6.65714 -0.00278
C: 3.14856 -5.09765 -0.79358
C: 4.21636 -6.14615 -0.54475
O: 4.29050 -7.17046 -1.17855
N: 5.21894 -5.92787 0.51031
C: 4.56000 -5.42950 1.66067
O: 3.91806 -6.15073 2.37794
F: 4.63087 -4.10691 1.92683
C: 3.45831 -3.82792 -1.28796
P: 5.26348 -3.55675 -1.66713
N: 5.78950 -2.10465 -0.92102
O: 5.28659 -3.34972 -3.32264
C: 2.47523 -2.86515 -1.47900
Br: 3.03910 -1.16401 -2.12414
C: 1.13104 -3.16236 -1.20417
H: -0.83040 3.54707 -2.97600
H: 0.78639 2.91593 -2.74931
H: -0.53186 2.48018 -1.61505
H: -0.61982 1.91061 -4.63262
H: -1.75760 1.24516 -3.49445
H: 0.60667 0.25873 -2.45136
H: 0.87463 0.06250 -4.21643
H: -1.00395 -1.28315 -4.48130
H: -1.77290 -0.80678 -2.98276
H: 0.59840 -2.47757 -3.40207
H: -2.67142 1.20530 1.05664
H: -4.06095 0.27127 1.70390
H: -5.18765 1.39013 0.00486
H: -3.80736 1.44967 -1.07852
H: -4.15838 -0.85917 -1.78730
H: -5.29083 -1.17858 -0.46672
H: -2.97960 -3.64811 3.59027
H: -2.04808 -5.12825 3.55535
H: -3.82519 -5.17612 3.88043
H: -5.73504 -4.22580 1.84031
H: -5.56539 -5.91626 1.25458
H: -5.33828 -4.53728 0.14442
H: 2.17517 -7.32442 -0.02172
H: 0.64313 -7.03233 -0.54837
H: 5.84915 -5.19056 0.17573
H: 5.82543 -1.37436 -1.63691
H: 6.76331 -2.27942 -0.67955
H: 4.80984 -4.09971 -3.70482
C: -7.83650 4.76008 -7.76062
C: -6.94603 3.61451 -8.19477
O: -5.77545 3.52233 -7.37252
C: -5.95715 2.94790 -6.18181
O: -6.99207 2.50198 -5.76100
O: -4.79375 2.96813 -5.53153
C: -4.86204 2.45216 -4.19865
H: -7.26964 5.69170 -7.72319
H: -8.67180 4.87960 -8.45110
H: -8.23835 4.58701 -6.76235
H: -6.59055 3.78910 -9.20945
H: -7.48530 2.66690 -8.19841
H: -5.30552 1.45986 -4.17753
H: -5.42664 3.13439 -3.56350
H: -3.84314 2.38651 -3.82119
C: 3.22519 2.19688 3.98696
C: 2.43933 1.28433 4.90636
O: 1.74793 0.26847 4.16794
C: 2.47899 -0.77526 3.77152
O: 3.65147 -0.95920 3.98900
O: 1.68772 -1.58498 3.07335
C: 2.36138 -2.71798 2.51226
H: 2.57729 2.60275 3.20830
H: 3.66519 3.02116 4.54898
H: 4.02695 1.65836 3.48722
H: 1.67190 1.86063 5.42100
H: 3.07370 0.83420 5.67129
H: 2.91075 -3.26608 3.27102
H: 3.02754 -2.39490 1.71426
H: 1.59989 -3.37247 2.09073
C: 10.62092 1.39814 6.48974
C: 9.62960 2.50126 6.18256
O: 8.79703 2.15960 5.06738
C: 7.79623 1.31665 5.33735
O: 7.53934 0.84727 6.41565
O: 7.14180 1.07478 4.20424
C: 6.08108 0.11421 4.32833
H: 11.19244 1.13863 5.59720
H: 11.31013 1.70935 7.27527
H: 10.11014 0.49362 6.81969
H: 10.16372 3.40637 5.89598
H: 9.02015 2.74592 7.05300
H: 5.39727 0.38359 5.12592
H: 6.49662 -0.87775 4.50149
H: 5.54022 0.10576 3.39242
C: -4.62788 7.72163 -0.57001
C: -5.03663 6.78421 0.54688
O: -4.50629 5.46663 0.34326
C: -3.22271 5.31061 0.66438
O: -2.49373 6.15538 1.11180
O: -2.87864 4.05013 0.38685
C: -1.49778 3.75794 0.60700
H: -4.89723 7.30080 -1.54003
H: -5.11493 8.69012 -0.45503
H: -3.54924 7.87832 -0.57507
H: -6.12022 6.67599 0.55843
H: -4.73858 7.16865 1.52257
H: -1.18891 4.03422 1.61377
H: -0.88718 4.27099 -0.13454
H: -1.36587 2.68518 0.48655

Here are the Mulliken charges for atoms 1 to 6, given in e: -0.9653 -0.1116 -0.0800 -0.7845 -0.3653 1.5457